{"formula": "C34H26CrO7S", "method": "the ωB97M-V functional and the def2-TZVPD basis", "symbols": ["C", "C", "O", "C", "C", "S", "C", "C", "C", "C", "C", "C", "O", "O", "O", "H", "H", "H", "H", "H", "H", "H", "H", "H", "H", "H", "O", "C", "Cr", "C", "O", "C", "O", "C", "C", "C", "C", "C", "C", "C", "C", "C", "C", "C", "C", "C", "C", "C", "C", "C", "C", "C", "C", "C", "H", "H", "H", "H", "H", "H", "H", "H", "H", "H", "H", "H", "H", "H", "H"], "coordinates": [[7.22062, 0.16261, -2.98577], [6.11382, 1.17684, -3.05907], [4.87830, 0.57652, -2.58381], [4.05317, 1.61170, -2.30811], [2.63976, 1.36861, -2.14299], [1.77237, 2.80391, -2.58085], [0.03665, 2.29231, -2.70147], [-0.48115, 1.85374, -3.92556], [-1.85963, 1.69275, -4.05538], [-2.70440, 1.89135, -2.95345], [-2.16534, 2.31410, -1.73357], [-0.79300, 2.49333, -1.60190], [1.79044, 3.81456, -1.54462], [2.00564, 3.15136, -3.96940], [4.49796, 2.77552, -2.25254], [8.12513, 0.55633, -3.46025], [7.47094, 0.00619, -1.92963], [6.95920, -0.78514, -3.46454], [6.38484, 2.03182, -2.42281], [5.96623, 1.55408, -4.08620], [2.16949, 0.39418, -2.06458], [0.17879, 1.64792, -4.77644], [-2.26082, 1.41549, -5.03084], [-3.77818, 1.71811, -3.04277], [-2.79724, 2.51665, -0.86711], [-0.35731, 2.74396, -0.63274], [-5.46467, -0.53014, 4.90793], [-4.45502, -0.04818, 4.57917], [-2.70354, 0.62965, 4.19683], [-2.29856, -1.12896, 3.64001], [-2.11506, -2.27185, 3.47194], [-2.19683, 0.05114, 5.93255], [-1.96860, -0.36856, 7.00838], [-2.93595, 2.79416, 4.43987], [-3.65599, 2.33488, 3.33288], [-2.99265, 1.58974, 2.33054], [-1.58059, 1.47418, 2.35043], [-0.86054, 0.83606, 1.23968], [-0.44120, -0.09546, 0.53954], [-0.03903, -1.31962, -0.04779], [0.83052, -2.17021, 0.76660], [1.18483, -1.73842, 2.08361], [1.50748, -2.66227, 3.08850], [1.69369, -4.02030, 2.77843], [1.55126, -4.43468, 1.45550], [1.24141, -3.50089, 0.46300], [-0.91809, -1.86556, -1.08389], [-2.16228, -1.22264, -1.37095], [-2.99897, -1.70309, -2.38549], [-2.71939, -2.91304, -3.03856], [-1.57852, -3.63618, -2.67323], [-0.64913, -3.04443, -1.81912], [-0.95442, 1.68856, 3.59961], [-1.60025, 2.42319, 4.61829], [-3.44222, 3.38534, 5.20545], [-4.72638, 2.53141, 3.23850], [-3.55483, 1.14962, 1.49880], [1.10242, -0.67719, 2.33234], [1.61884, -2.31180, 4.11635], [1.97604, -4.73982, 3.55498], [1.69526, -5.49035, 1.19541], [1.32028, -3.85342, -0.55792], [-2.46109, -0.35317, -0.76742], [-3.87893, -1.12432, -2.68241], [-3.37741, -3.29928, -3.82013], [-1.39519, -4.62826, -3.08080], [0.31654, -3.53801, -1.72889], [0.06708, 1.32839, 3.74669], [-1.04665, 2.69497, 5.52117]], "lowdin_spin": [0.001, 0.002, 0.012, 0.066, 0.604, 0.016, -0.002, 0.000, 0.000, 0.001, 0.000, 0.001, 0.056, 0.074, 0.144, 0.000, 0.000, 0.000, 0.000, 0.002, 0.031, 0.000, 0.000, 0.000, 0.000, 0.002, 0.038, 0.023, 0.882, -0.009, -0.002, 0.021, 0.038, 0.032, 0.004, 0.026, 0.035, 0.145, 0.021, 0.276, 0.003, 0.078, -0.013, 0.088, -0.008, 0.075, 0.013, 0.068, -0.009, 0.072, -0.007, 0.060, 0.024, 0.003, 0.003, -0.001, 0.000, 0.003, -0.003, 0.005, -0.002, 0.004, 0.002, -0.002, 0.004, -0.002, 0.004, 0.000, -0.001], "charge": 1, "relative_energy_kj_mol": 56.3, "s_squared": 3.824, "e_tot_ha": -3280.0972, "multiplicity": 4, "gap_ha": [0.2352, 0.2112], "max_force_ev_per_a": 5.57}